(1)
C32H72F8KN8O16S8 | ωB97M-V/def2-TZVPD

```
! RIJCOSX wB97M-V def2-TZVPD def2/J DEFGRID3
* xyz 1 1
K 2.277 -0.179 -3.203
C 0.968 3.141 8.356
C -0.162 2.450 7.656
C 0.143 1.758 6.348
N -1.066 1.102 5.704
C -2.235 2.062 5.565
C -0.550 0.341 4.457
C -1.781 -0.495 4.104
C -2.331 -0.930 5.508
C -1.488 -0.101 6.495
H 1.652 3.839 7.863
H 1.698 2.487 8.844
H 0.574 3.777 9.151
H -0.917 3.243 7.626
H -0.677 1.760 8.331
H 0.879 0.985 6.562
H 0.529 2.475 5.622
H -1.782 2.887 5.017
H -2.535 2.423 6.541
H -2.969 1.489 5.007
H -0.329 1.162 3.773
H 0.367 -0.154 4.760
H -2.494 0.023 3.468
H -1.443 -1.438 3.676
H -3.378 -0.790 5.754
H -1.974 -1.920 5.788
H -2.150 0.234 7.296
H -0.681 -0.667 6.955
C 0.897 2.800 -1.346
C -0.566 3.337 -1.364
C -1.305 2.817 -2.635
N -2.816 3.032 -2.563
C -3.486 1.940 -1.796
C -3.288 3.131 -4.015
C -4.690 3.733 -3.984
C -4.618 4.734 -2.789
C -3.211 4.458 -2.179
H 1.425 3.557 -1.938
H 0.966 1.789 -1.746
H 1.381 2.827 -0.373
H -0.593 4.421 -1.411
H -1.005 2.906 -0.462
H -1.161 1.795 -2.978
H -0.947 3.502 -3.404
H -2.868 1.662 -0.941
H -3.593 1.043 -2.406
H -4.479 2.269 -1.502
H -3.159 2.120 -4.404
H -2.634 3.769 -4.608
H -5.416 2.942 -3.778
H -5.085 4.085 -4.935
H -5.391 4.451 -2.081
H -4.634 5.783 -3.069
H -3.315 4.488 -1.094
H -2.475 5.146 -2.584
C 9.233 0.585 0.310
C 8.008 1.496 0.149
C 6.932 1.256 1.182
N 5.590 1.905 0.917
C 4.700 1.485 2.029
C 5.659 3.440 0.814
C 4.808 3.794 -0.381
C 5.053 2.666 -1.363
C 5.053 1.472 -0.454
H 10.119 0.910 -0.239
H 9.184 -0.423 -0.108
H 9.529 0.536 1.359
H 7.708 1.451 -0.902
H 8.367 2.530 0.158
H 7.237 1.547 2.188
H 6.762 0.183 1.297
H 3.861 2.180 2.097
H 5.117 1.724 3.012
H 4.453 0.428 2.001
H 5.291 3.922 1.716
H 6.691 3.693 0.585
H 3.765 4.061 -0.205
H 5.187 4.761 -0.726
H 4.126 2.524 -1.908
H 5.971 2.780 -1.933
H 4.017 1.156 -0.322
H 5.573 0.592 -0.831
C -3.687 -7.769 -3.457
C -4.042 -6.297 -3.632
C -3.070 -5.508 -2.804
N -2.988 -4.001 -3.050
C -4.287 -3.396 -2.561
C -2.571 -3.780 -4.486
C -1.515 -2.625 -4.518
C -1.359 -2.129 -3.031
C -1.807 -3.433 -2.337
H -2.708 -7.988 -3.884
H -4.400 -8.381 -4.010
H -3.682 -8.094 -2.417
H -5.106 -6.110 -3.480
H -3.905 -6.090 -4.698
H -2.081 -5.943 -2.955
H -3.175 -5.500 -1.715
H -4.189 -2.328 -2.729
H -4.362 -3.666 -1.506
H -5.180 -3.841 -2.993
H -3.425 -3.575 -5.129
H -2.134 -4.696 -4.874
H -1.841 -1.884 -5.247
H -0.561 -3.030 -4.849
H -2.058 -1.367 -2.679
H -0.374 -1.852 -2.672
H -2.015 -3.377 -1.268
H -1.012 -4.168 -2.463
N -2.256 -5.838 2.183
S -0.941 -5.691 1.340
O 0.035 -4.799 1.874
O -1.233 -5.714 -0.096
F -0.435 -7.176 1.450
S -2.986 -4.539 1.973
O -3.851 -4.383 0.825
O -2.405 -3.318 2.508
F -4.041 -4.816 3.171
N 1.232 -0.905 -0.742
S 0.304 -0.549 0.415
O 0.713 0.639 1.125
O -0.451 -1.603 1.057
F -0.871 -0.022 -0.551
S 2.344 -2.008 -0.078
O 2.269 -3.390 -0.424
O 2.909 -1.536 1.147
F 3.561 -1.480 -1.010
N -5.413 1.616 0.181
S -5.477 2.996 0.807
O -4.414 3.837 0.268
O -5.885 3.229 2.151
F -6.765 3.549 -0.050
S -4.228 0.925 1.047
O -4.601 0.470 2.355
O -2.895 1.410 0.829
F -4.179 -0.476 0.223
N 4.544 -1.566 -4.089
S 4.629 -1.626 -5.584
O 4.931 -2.906 -6.158
O 4.928 -0.396 -6.242
F 2.969 -1.564 -5.714
S 6.074 -0.974 -3.749
O 6.095 0.453 -3.545
O 7.232 -1.636 -4.283
F 6.019 -1.540 -2.251
*
```

## Properties
HOMO energy = -0.390 Ha
ΔE to the lowest compared entry with this formula, charge and spin = 0.0 kcal/mol



(2)
C32H74AsF6NO18P2S5 | ωB97M-V/def2-TZVPD

```
! RIJCOSX wB97M-V def2-TZVPD def2/J DEFGRID3
* xyz 0 1
N -1.066 5.165 3.050
H -1.018 6.147 3.281
H -1.334 4.686 3.898
H -0.161 4.890 2.695
H -1.785 4.940 2.378
As 1.307 0.077 2.618
F -0.439 -0.076 3.028
F 1.775 -1.037 3.966
F 3.087 0.377 2.292
F 0.783 1.239 1.293
F 1.269 1.522 3.817
F 1.349 -1.355 1.479
C -2.520 -5.229 4.501
C -3.730 -6.182 4.580
C -3.247 -7.442 5.245
S -1.701 -7.867 4.456
O -2.024 -8.377 3.087
O -0.787 -8.504 5.423
C -1.267 -6.067 4.172
H -2.446 -4.750 5.477
H -2.778 -4.481 3.752
H -4.164 -6.516 3.638
H -4.528 -5.753 5.185
H -3.836 -8.356 5.165
H -2.982 -7.265 6.288
H -0.934 -6.046 3.135
H -0.452 -5.767 4.831
C 1.509 2.669 9.760
C 0.942 1.191 9.702
C -0.309 1.249 8.836
S -1.067 2.950 9.146
O -2.312 2.860 9.954
O -1.031 3.670 7.819
C 0.313 3.522 10.220
H 1.893 2.964 8.783
H 2.355 2.601 10.444
H 0.659 0.942 10.724
H 1.760 0.542 9.388
H -1.089 0.521 9.062
H 0.038 1.264 7.803
H 0.090 3.259 11.254
H 0.368 4.609 10.272
C 6.638 5.592 4.826
C 5.692 6.441 5.630
C 4.346 6.553 4.896
S 4.646 6.410 3.095
O 5.142 7.679 2.501
O 3.510 5.625 2.595
C 6.063 5.254 3.399
H 6.875 4.752 5.478
H 7.576 6.137 4.716
H 6.053 7.455 5.798
H 5.569 6.028 6.631
H 3.646 7.364 5.097
H 3.783 5.718 5.313
H 6.871 5.249 2.668
H 5.573 4.281 3.438
C -2.737 -4.080 -2.347
C -3.102 -5.584 -2.457
C -4.248 -5.753 -3.458
S -3.868 -4.553 -4.779
O -5.056 -3.711 -4.974
O -3.210 -5.143 -5.926
C -2.587 -3.586 -3.757
H -1.807 -3.812 -1.845
H -3.494 -3.509 -1.809
H -3.397 -6.056 -1.520
H -2.214 -6.091 -2.835
H -5.234 -5.537 -3.049
H -4.225 -6.775 -3.836
H -2.777 -2.533 -3.965
H -1.579 -3.788 -4.121
C 7.164 -3.854 -2.263
C 7.059 -3.241 -0.868
C 5.694 -3.719 -0.346
S 5.531 -5.492 -0.893
O 4.272 -5.788 -1.516
O 6.048 -6.388 0.119
C 6.804 -5.332 -2.167
H 8.122 -3.638 -2.736
H 6.539 -3.356 -3.004
H 7.188 -2.166 -0.994
H 7.929 -3.526 -0.275
H 4.952 -3.231 -0.979
H 5.421 -3.540 0.694
H 6.426 -5.836 -3.057
H 7.649 -5.937 -1.839
C -8.197 5.740 -2.101
C -6.941 5.685 -2.998
O -5.852 5.782 -2.093
P -4.800 4.549 -1.721
O -3.576 5.002 -0.942
O -4.550 3.837 -3.082
C -3.485 4.305 -3.908
C -3.849 5.531 -4.852
O -5.660 3.449 -0.973
C -5.077 2.159 -0.606
C -5.947 1.342 0.253
H -8.113 6.714 -1.620
H -9.160 5.876 -2.594
H -8.373 5.003 -1.317
H -6.913 4.787 -3.615
H -6.957 6.474 -3.749
H -2.527 4.498 -3.425
H -3.091 3.528 -4.564
H -3.077 5.669 -5.609
H -4.830 5.542 -5.328
H -3.791 6.457 -4.280
H -4.951 1.510 -1.473
H -4.042 2.345 -0.316
H -5.311 0.572 0.691
H -6.297 1.997 1.050
H -6.766 0.902 -0.316
C 2.918 -3.445 -6.620
C 2.244 -2.989 -7.864
O 2.393 -1.616 -8.256
P 1.898 -0.339 -7.408
O 2.156 1.040 -7.937
O 2.337 -0.597 -5.932
C 1.965 0.326 -4.895
C 3.206 0.595 -4.046
O 0.268 -0.684 -7.306
C -0.571 -0.337 -8.411
C -0.235 -1.139 -9.678
H 2.639 -4.471 -6.379
H 3.987 -3.459 -6.833
H 2.689 -2.788 -5.781
H 2.417 -3.579 -8.764
H 1.171 -3.135 -7.732
H 1.566 1.282 -5.234
H 1.196 -0.096 -4.249
H 3.871 -0.255 -3.889
H 3.789 1.360 -4.558
H 2.843 1.139 -3.174
H -1.636 -0.482 -8.229
H -0.433 0.739 -8.520
H -0.825 -0.905 -10.564
H 0.802 -0.982 -9.975
H -0.261 -2.206 -9.455
*
```

## Properties
HOMO energy = -0.366 Ha
ΔE to the lowest compared entry with this formula, charge and spin = 73.4 kcal/mol



(3)
C32H75BO11P2SSi2 | ωB97M-V/def2-TZVPD

```
! RIJCOSX wB97M-V def2-TZVPD def2/J DEFGRID3
* xyz 0 1
C 1.302 -2.293 0.770
C 2.092 -2.488 -0.527
C 1.397 -1.812 -1.735
C 2.254 -0.748 -2.438
C 1.388 0.337 -3.091
C 1.056 1.558 -2.191
C 1.574 1.482 -0.766
C 0.826 2.429 0.176
C -0.613 1.917 0.395
C -1.163 2.162 1.819
C -2.436 3.008 1.852
C -3.734 2.195 1.691
Si -4.537 2.257 0.006
O -3.582 1.417 -1.081
B -3.632 0.040 -1.022
O -2.644 -0.656 -0.304
O -4.607 -0.684 -1.640
O -5.982 1.453 0.130
Si -7.331 2.024 -0.684
C -8.690 0.735 -0.389
C -8.843 -0.312 -1.517
C -9.174 -1.688 -0.939
C -10.549 -1.691 -0.285
S -11.137 -3.321 0.163
O -10.898 -3.562 1.559
O -12.482 -3.471 -0.287
O -10.179 -4.287 -0.647
C -7.930 3.651 0.128
O -7.956 4.655 -0.911
C -7.938 5.965 -0.505
C -8.660 6.334 0.767
O -7.381 6.805 -1.220
P -7.030 2.486 -2.873
C -6.020 1.173 -3.650
O -8.537 2.200 -3.539
P -4.738 4.453 -0.469
O -5.233 5.124 0.770
H 1.473 -1.311 1.196
H 1.575 -3.065 1.484
H 0.233 -2.398 0.600
H 2.190 -3.550 -0.725
H 3.090 -2.079 -0.402
H 1.125 -2.573 -2.459
H 0.464 -1.359 -1.397
H 3.027 -0.357 -1.786
H 2.774 -1.258 -3.247
H 0.455 -0.135 -3.385
H 1.871 0.668 -4.004
H 1.444 2.452 -2.670
H -0.024 1.685 -2.180
H 2.615 1.802 -0.769
H 1.511 0.495 -0.320
H 1.363 2.540 1.113
H 0.778 3.407 -0.304
H -1.261 2.403 -0.324
H -0.589 0.846 0.233
H -0.382 2.647 2.395
H -1.405 1.217 2.296
H -2.475 3.460 2.839
H -2.378 3.828 1.141
H -3.604 1.132 1.895
H -4.507 2.544 2.371
H -1.883 -0.775 -0.878
H -4.308 -1.593 -1.689
H -9.628 1.215 -0.125
H -8.373 0.200 0.508
H -7.948 -0.395 -2.119
H -9.699 -0.032 -2.123
H -9.195 -2.408 -1.749
H -8.442 -1.989 -0.195
H -10.579 -1.145 0.649
H -11.322 -1.302 -0.940
H -9.896 -4.990 -0.051
H -7.286 3.939 0.954
H -8.943 3.511 0.501
H -8.124 5.957 1.630
H -8.686 7.411 0.803
H -9.675 5.948 0.735
H -4.967 1.385 -3.529
H -6.225 1.227 -4.717
H -6.272 0.172 -3.326
H -9.226 2.441 -2.918
H -3.422 4.882 -0.772
H -5.486 4.730 -1.630
C 4.448 0.219 1.284
C 5.596 -0.779 1.168
C 6.961 -0.176 1.490
C 7.400 0.957 0.562
C 7.456 0.595 -0.920
C 8.461 -0.508 -1.240
H 4.552 1.038 0.570
H 3.495 -0.273 1.081
H 4.399 0.644 2.289
H 5.602 -1.216 0.165
H 5.413 -1.607 1.859
H 7.709 -0.974 1.475
H 6.949 0.203 2.517
H 8.389 1.302 0.882
H 6.731 1.813 0.690
H 7.729 1.491 -1.483
H 6.465 0.301 -1.277
H 9.466 -0.221 -0.922
H 8.492 -0.699 -2.313
H 8.201 -1.446 -0.747
C 10.421 -1.694 2.784
C 10.421 -2.575 1.537
C 9.406 -3.715 1.601
C 9.635 -4.722 2.729
C 11.005 -5.398 2.719
C 11.263 -6.228 1.464
H 10.708 -2.254 3.675
H 11.130 -0.872 2.671
H 9.433 -1.263 2.954
H 11.426 -2.969 1.367
H 10.185 -1.955 0.669
H 9.401 -4.238 0.640
H 8.402 -3.291 1.715
H 8.859 -5.491 2.670
H 9.493 -4.228 3.694
H 11.073 -6.052 3.592
H 11.796 -4.653 2.834
H 10.502 -7.002 1.346
H 12.235 -6.722 1.523
H 11.264 -5.611 0.565
*
```

## Properties
HOMO energy = -0.294 Ha



| no. | gap between HOMO and LUMO (eV) | LUMO level (eV) | F_max (eV/A) |
| --- | --- | --- | --- |
| 1 | 8.07 | -2.5416 | 7.6 |
| 2 | 8.44 | -1.5294 | 3.3 |
| 3 | 8.00 | -0.0112 | 3.0 |